Version one
Below is a molecular structure, C12H21N3O4PdS, with properties calculated with ωB97M-V with the def2-TZVPD basis set.

## Properties
E_HOMO (alpha / beta): -0.483 / -0.574 eV
gap between HOMO and LUMO (alpha / beta): 0.20554 / 0.20889 Eh
lowest unoccupied orbital energy (alpha / beta): 5.11 / 5.11 eV
charge: -2
spin multiplicity: 3

Positions of all 42 atoms, in Å:
Pd: 1.297 0.211 -0.555
O: 5.037 -0.786 -0.403
S: 3.586 -0.589 -0.390
O: 2.913 -1.788 0.187
O: 3.235 0.605 0.452
O: 3.085 -0.372 -1.787
C: 0.869 -0.867 3.800
C: 0.275 -1.911 2.848
C: -1.246 -2.015 3.033
C: 0.930 -3.281 3.106
N: 0.515 -1.418 1.503
N: -0.027 -2.320 0.492
H: 0.634 -1.100 4.840
H: 0.466 0.107 3.538
H: 1.947 -0.818 3.669
H: -1.497 -2.435 4.007
H: -1.648 -2.644 2.242
H: -1.686 -1.026 2.932
H: 0.768 -3.596 4.137
H: 1.999 -3.229 2.915
H: 0.506 -4.028 2.441
H: 1.537 -1.346 1.332
H: -0.455 -1.690 -0.202
H: 0.773 -2.767 0.027
C: -2.337 -0.162 -3.212
C: -2.010 1.276 -2.924
C: -2.637 2.293 -3.599
C: -2.296 3.626 -3.392
C: -1.253 3.915 -2.516
C: -0.591 2.931 -1.824
C: 0.573 3.268 -0.940
C: -0.982 1.539 -1.940
N: -0.518 0.578 -1.198
H: -3.009 -0.256 -4.071
H: -2.798 -0.638 -2.343
H: -1.411 -0.700 -3.415
H: -3.410 2.047 -4.328
H: -2.803 4.422 -3.929
H: -0.949 4.956 -2.393
H: 0.903 4.293 -1.116
H: 1.409 2.565 -1.142
H: 0.303 3.153 0.116

These are the natural (NBO) partial charges, in e, on atoms 1 to 4: 0.754 -1.059 2.512 -1.100


Version two
Below is a molecular structure, C12H21N3O4PdS, with properties calculated with ωB97M-V with the def2-TZVPD basis set.

## Properties
E_HOMO (alpha / beta): -0.382 / -0.683 eV
gap between HOMO and LUMO (alpha / beta): 0.18331 / 0.19441 Eh
lowest unoccupied orbital energy (alpha / beta): 4.61 / 4.61 eV
charge: -2
spin multiplicity: 3

Positions of all 42 atoms, in Å:
Pd: 1.056 -1.384 0.204
O: 4.657 -1.326 2.081
S: 3.388 -0.893 1.514
O: 3.207 0.578 1.594
O: 3.255 -1.310 0.056
O: 2.208 -1.575 2.163
C: 0.152 5.131 -0.060
C: 1.138 3.981 -0.220
C: 2.215 4.055 0.859
C: 1.783 4.067 -1.610
N: 0.372 2.740 -0.013
N: 1.083 1.527 -0.195
H: 0.664 6.094 -0.132
H: -0.346 5.065 0.910
H: -0.617 5.100 -0.840
H: 2.812 4.965 0.742
H: 2.880 3.191 0.815
H: 1.752 4.057 1.848
H: 2.282 5.031 -1.747
H: 1.024 3.960 -2.391
H: 2.534 3.289 -1.751
H: -0.434 2.715 -0.626
H: 1.682 1.331 0.610
H: 1.675 1.547 -1.020
C: -3.416 -1.061 -0.264
C: -3.052 -2.514 -0.188
C: -4.009 -3.509 -0.098
C: -3.664 -4.859 -0.027
C: -2.307 -5.179 -0.049
C: -1.306 -4.224 -0.131
C: 0.140 -4.623 -0.145
C: -1.657 -2.844 -0.208
N: -0.765 -1.857 -0.340
H: -4.502 -0.928 -0.235
H: -3.021 -0.606 -1.178
H: -2.966 -0.494 0.557
H: -5.057 -3.214 -0.083
H: -4.420 -5.632 0.045
H: -2.002 -6.222 0.006
H: 0.230 -5.714 -0.163
H: 0.685 -4.243 0.722
H: 0.665 -4.214 -1.011

These are the natural (NBO) partial charges, in e, on atoms 1 to 4: 0.748 -1.046 2.550 -1.098


Stability, highest: version two


Version one
Below is 2 unconnected molecules or ions with the total composition C2H2O2S, with properties calculated with ωB97M-V with the def2-TZVPD basis set.

## Properties
SMILES: O=C=S.C=O
E_HOMO: -10.037 eV
gap between HOMO and LUMO: 0.38431 Eh
lowest unoccupied orbital energy: 0.42 eV
charge: 0

Positions of all 7 atoms, in Å:
O: -0.037 0.364 -1.256
C: -0.202 1.424 -0.752
S: -0.414 2.895 -0.270
C: 0.143 -1.129 0.559
O: 0.690 -0.305 1.198
H: 0.575 -1.718 -0.323
H: -0.754 -1.532 0.845

These are the natural (NBO) partial charges, in e, on atoms 1 to 4: -0.496 0.443 0.068 0.311


Version two
Below is a single C2H2O2S molecule, with properties calculated with ωB97M-V with the def2-TZVPD basis set.

## Properties
SMILES: O=CC(O)=S
E_HOMO: -9.707 eV
gap between HOMO and LUMO: 0.31667 Eh
lowest unoccupied orbital energy: -1.09 eV
charge: 0

Positions of all 7 atoms, in Å:
O: -1.905 -0.440 -0.225
C: -0.728 -0.827 0.099
C: 0.484 0.132 -0.103
O: -0.173 1.286 0.051
S: 2.005 -0.351 -0.104
H: -0.203 -1.873 0.442
H: 0.520 2.073 -0.160

These are the natural (NBO) partial charges, in e, on atoms 1 to 4: -0.468 0.339 0.081 -0.617


Version three
Below is 2 unconnected molecules or ions with the total composition C2H2O2S, with properties calculated with ωB97M-V with the def2-TZVPD basis set.

## Properties
SMILES: O=C=S.C=O
E_HOMO: -10.284 eV
gap between HOMO and LUMO: 0.39340 Eh
lowest unoccupied orbital energy: 0.42 eV
charge: 0

Positions of all 7 atoms, in Å:
O: 3.864 -1.266 -0.303
C: 3.732 -0.313 0.314
S: 3.254 1.010 0.999
C: 0.174 -0.268 -0.347
O: 0.324 -1.317 0.229
H: -0.528 0.618 0.036
H: 0.628 0.017 -1.324

These are the natural (NBO) partial charges, in e, on atoms 1 to 4: -0.433 0.455 -0.019 0.283


Version four
Below is 2 unconnected molecules or ions with the total composition C2H2O2S, with properties calculated with ωB97M-V with the def2-TZVPD basis set.

## Properties
SMILES: O=C=S.C=O
E_HOMO: -10.333 eV
gap between HOMO and LUMO: 0.40175 Eh
lowest unoccupied orbital energy: 0.60 eV
charge: 0

Positions of all 7 atoms, in Å:
O: 1.109 0.841 -1.786
C: 0.640 1.387 -0.894
S: -0.046 2.083 0.289
C: -0.377 -1.087 0.644
O: 0.757 -1.169 0.253
H: -1.337 -1.510 0.032
H: -0.746 -0.546 1.461

These are the natural (NBO) partial charges, in e, on atoms 1 to 4: -0.433 0.437 0.001 0.294


Stability, highest: version three


Version one
Below is a single C2H2O2S molecule, with properties calculated with ωB97M-V with the def2-TZVPD basis set.

## Properties
E_HOMO: -9.370 eV
gap between HOMO and LUMO: 0.34335 Eh
lowest unoccupied orbital energy: -0.03 eV
charge: 0

Positions of all 7 atoms, in Å:
C: 0.446 -0.061 -0.695
C: 0.406 -0.073 0.711
O: -2.274 -0.136 -0.036
O: 0.569 -1.361 -0.010
S: -1.221 0.880 -0.004
H: 1.055 0.399 -1.451
H: 1.019 0.351 1.485

These are the natural (NBO) partial charges, in e, on atoms 1 to 4: -0.081 -0.097 -0.904 -0.430


Version two
Below is a single C2H2O2S molecule, with properties calculated with ωB97M-V with the def2-TZVPD basis set.

## Properties
E_HOMO: -8.955 eV
gap between HOMO and LUMO: 0.31425 Eh
lowest unoccupied orbital energy: -0.40 eV
charge: 0

Positions of all 7 atoms, in Å:
C: -1.103 -0.512 0.003
C: 0.375 -0.265 0.674
O: -1.634 -1.594 -0.159
O: -1.526 0.708 -0.196
S: 1.619 -0.627 -0.316
H: -2.460 0.676 -0.354
H: 2.492 0.051 0.512

These are the natural (NBO) partial charges, in e, on atoms 1 to 4: 0.706 -0.336 -0.594 -0.659


Version three
Below is a single C2H2O2S molecule, with properties calculated with ωB97M-V with the def2-TZVPD basis set.

## Properties
SMILES: O=C(O)C=S
E_HOMO: -9.390 eV
gap between HOMO and LUMO: 0.29426 Eh
lowest unoccupied orbital energy: -1.38 eV
charge: 0

Positions of all 7 atoms, in Å:
O: 1.089 1.349 -0.018
C: 0.937 0.164 -0.048
O: 1.892 -0.823 -0.005
C: -0.380 -0.601 -0.016
S: -1.852 0.028 0.022
H: 2.645 -0.403 0.404
H: -0.195 -1.638 -0.183

These are the natural (NBO) partial charges, in e, on atoms 1 to 4: -0.523 0.718 -0.683 -0.414


Stability, highest: version three


Version one
Below is 2 unconnected molecules or ions with the total composition C3H3N3S, with properties calculated with ωB97M-V with the def2-TZVPD basis set.

## Properties
E_HOMO (alpha / beta): -9.016 / -9.015 eV
gap between HOMO and LUMO (alpha / beta): 0.20848 / 0.20841 Eh
lowest unoccupied orbital energy (alpha / beta): -3.34 / -3.34 eV
charge: 0

Positions of all 10 atoms, in Å:
C: 2.310 -1.195 -1.615
C: 0.809 0.618 1.180
C: -0.635 -0.117 -0.600
N: 2.772 -2.129 -1.152
N: 1.206 1.074 0.018
N: 0.551 0.587 -0.956
S: -0.567 -0.434 1.195
H: 1.411 0.499 2.084
H: -1.658 0.552 -0.791
H: -0.810 -1.023 -1.166

These are the natural (NBO) partial charges, in e, on atoms 1 to 4: 0.005 -0.030 -0.455 -0.588


Version two
Below is a molecular structure, C3H3N3S, with properties calculated with ωB97M-V with the def2-TZVPD basis set.

## Properties
E_HOMO: -9.406 eV
gap between HOMO and LUMO: 0.29836 Eh
lowest unoccupied orbital energy: -1.29 eV
charge: 0

Positions of all 10 atoms, in Å:
C: 1.210 0.483 -0.017
C: -0.068 0.035 0.036
C: -2.110 -0.085 -0.050
H: 3.463 0.366 0.395
H: 1.353 1.532 -0.023
H: -3.186 0.215 -0.166
N: -1.183 0.787 -0.073
N: -1.621 -1.403 -0.027
N: -0.364 -1.321 0.019
S: 2.505 -0.608 -0.093

These are the natural (NBO) partial charges, in e, on atoms 1 to 4: -0.216 0.102 0.150 0.146


Version three
Below is 2 unconnected molecules or ions with the total composition C3H3N3S, with properties calculated with ωB97M-V with the def2-TZVPD basis set.

## Properties
SMILES: N=C=C=N.N=C=S
E_HOMO: -8.044 eV
gap between HOMO and LUMO: 0.28153 Eh
lowest unoccupied orbital energy: -0.38 eV
charge: 0

Positions of all 10 atoms, in Å:
N: 1.543 1.225 0.964
C: 0.520 0.873 0.463
C: -0.469 0.566 -0.397
N: -1.431 -0.180 -0.615
H: 2.357 1.829 0.513
H: -1.869 -0.098 -1.519
N: 1.218 -2.313 0.060
C: 1.381 -1.434 -0.738
S: 1.983 -0.590 -1.851
H: 0.395 -2.585 0.529

These are the natural (NBO) partial charges, in e, on atoms 1 to 4: -0.566 0.266 0.120 -0.584


Version four
Below is a single C3H3N3S molecule, with properties calculated with ωB97M-V with the def2-TZVPD basis set.

## Properties
SMILES: [H]/N=C1\C=NC(=S)N1
E_HOMO: -8.934 eV
gap between HOMO and LUMO: 0.26938 Eh
lowest unoccupied orbital energy: -1.60 eV
charge: 0

Positions of all 10 atoms, in Å:
H: -2.664 -0.263 -0.399
N: -1.878 -0.840 -0.122
C: -0.794 -0.208 -0.048
C: -0.308 1.150 0.001
N: 0.980 1.286 0.087
C: 1.516 -0.078 0.167
S: 3.170 -0.299 -0.121
N: 0.469 -0.868 0.214
H: -0.992 1.963 -0.121
H: 0.501 -1.843 0.341

These are the natural (NBO) partial charges, in e, on atoms 1 to 4: 0.362 -0.582 0.352 0.022


Stability, highest: version four